(1)
Here is a structure of composition C31H30N4O5S2V from the OMol25 dataset. Energies are from the ωB97M-V functional and the def2-TZVPD basis.

Its HOMO energy (spin up / spin down) is -0.1716 / -0.1845 Ha. Its net charge is -1. As for the spin multiplicity: 3. Its expectation value of S² is 2.014. As for the calculated total energy: -3535.04353 a.u. For the energy above the lowest of the compared OMol25 structures with the same formula, charge and spin, the calculation gives 0.0 kJ/mol.

Cartesian coordinates (Å):
V -0.0364 0.2746 -0.1200
C 3.5224 -1.8019 -1.6571
O 2.7094 -2.7296 -2.3778
C 1.6027 -3.2576 -1.7709
C 1.3502 -4.5941 -2.0068
C 0.2268 -5.2266 -1.4735
C -0.6368 -4.4997 -0.6867
C -0.4154 -3.1387 -0.4400
C -1.3690 -2.4431 0.4034
N -1.3233 -1.1961 0.6783
N -2.2991 -0.7178 1.5434
C -2.0502 0.5359 1.8026
O -1.0466 1.1987 1.3410
C -2.9596 1.2367 2.7517
C -2.6137 2.5032 3.2091
C -3.4333 3.1703 4.1088
C -4.6069 2.5780 4.5524
C -4.9584 1.3143 4.0918
C -4.1391 0.6452 3.1972
C 0.7048 -2.4814 -0.9940
O 0.9425 -1.2079 -0.8206
H 4.5182 -1.8858 -2.0920
H 3.5653 -2.0541 -0.5959
H 3.1571 -0.7831 -1.7578
H 2.0595 -5.1363 -2.6200
H 0.0483 -6.2756 -1.6698
H -1.5113 -4.9687 -0.2499
H -2.1780 -3.0256 0.8440
H -1.6996 2.9504 2.8422
H -3.1572 4.1567 4.4609
H -5.2492 3.1002 5.2511
H -5.8769 0.8508 4.4308
H -4.3954 -0.3388 2.8299
O 1.8869 3.0955 -2.8845
C 3.1082 3.1312 -2.3316
C 4.1074 3.8130 -3.0339
C 5.3897 3.8905 -2.5327
C 5.7119 3.2896 -1.3175
C 4.7289 2.6158 -0.6200
C 3.4225 2.5232 -1.1037
C 2.3899 1.7860 -0.3325
O 1.1869 1.7583 -0.8191
N 2.7546 1.1979 0.7711
N 1.6876 0.4965 1.3254
C 1.8107 0.2590 2.5657
S 3.1505 0.8946 3.5231
C 2.6448 0.0572 5.0515
C 1.1335 -0.0816 5.0455
S 0.6562 -0.7391 3.4307
H 1.3073 2.5788 -2.2729
H 3.8391 4.2704 -3.9773
H 6.1492 4.4231 -3.0931
H 6.7185 3.3484 -0.9247
H 4.9459 2.1366 0.3251
H 2.9874 0.6647 5.8896
H 3.1192 -0.9229 5.1042
H 0.6484 0.8824 5.2015
H 0.7882 -0.7826 5.8051
C -3.5040 -0.0495 -4.3557
C -3.2515 1.2074 -3.5121
C -4.5655 1.6526 -2.8564
C -2.7272 2.3303 -4.4174
C -2.2571 0.9080 -2.4692
C -1.4351 0.6670 -1.6054
H -4.2391 0.1589 -5.1390
H -3.8788 -0.8596 -3.7288
H -2.5781 -0.3862 -4.8233
H -5.3141 1.8817 -3.6211
H -4.4043 2.5416 -2.2456
H -4.9538 0.8653 -2.2091
H -3.4563 2.5607 -5.2003
H -1.7887 2.0342 -4.8870
H -2.5408 3.2333 -3.8348

Cartesian forces (eV/Å) of the 2 atoms listed first:
V -0.17 0.43 -0.06
C -0.06 -0.05 0.02

=====

(2)
Here is a structure of composition C31H31Br2CsN4O3 from the OMol25 dataset. Energies are from the ωB97M-V functional and the def2-TZVPD basis.

Its HOMO energy is -0.0796 Ha. Its net charge is -2. As for the spin multiplicity: 1. As for the calculated total energy: -6812.91649 a.u. For the energy above the lowest of the compared OMol25 structures with the same formula, charge and spin, the calculation gives 0.0 kJ/mol.

Cartesian coordinates (Å):
Cs 1.4167 0.4875 -1.2044
C -4.9553 -0.3069 0.1089
N -3.5527 -0.6459 0.1920
C -3.1423 -1.5602 -0.8752
C -2.5404 -0.9085 -2.1166
C -3.3607 0.2311 -2.7028
N -2.8576 0.6043 -4.0162
C -2.4414 1.7850 -4.2268
C -2.3103 2.9525 -3.3253
C -2.7503 4.1828 -3.8107
C -2.6606 5.3523 -3.0749
C -2.0711 5.2804 -1.8066
C -1.5837 4.0932 -1.3131
C -1.6483 2.8675 -2.0533
O -1.1257 1.7933 -1.6208
C -3.1937 -1.1314 1.5158
C -1.7543 -0.8167 1.8954
C -1.5062 0.6850 2.0069
N -0.3044 0.9517 2.7806
C 0.5862 1.6685 2.2213
C 1.8379 2.0771 2.8538
C 1.9601 2.1594 4.2372
C 3.1337 2.5830 4.8386
C 4.2088 2.9399 4.0151
C 4.1233 2.8600 2.6437
C 2.9426 2.3864 1.9865
O 2.8895 2.1990 0.7295
H -5.6138 -1.1834 0.2710
H -5.1893 0.1087 -0.8689
H -5.1994 0.4480 0.8585
H -4.0075 -2.1852 -1.1636
H -2.3946 -2.2459 -0.4692
H -2.4341 -1.6823 -2.8840
H -1.5359 -0.5450 -1.9022
H -3.4011 1.0662 -2.0003
H -4.3839 -0.1321 -2.8736
H -2.1565 1.9862 -5.2661
H -3.1877 4.2096 -4.8068
H -3.0245 6.2922 -3.4710
H -1.9798 6.1807 -1.2059
H -1.1002 4.0504 -0.3433
H -3.3902 -2.2158 1.6089
H -3.8465 -0.6360 2.2416
H -1.0614 -1.2596 1.1710
H -1.5273 -1.2764 2.8620
H -2.3570 1.1250 2.5442
H -1.4815 1.1467 1.0105
H 0.4376 2.0284 1.1953
H 1.0968 1.8848 4.8343
H 3.2150 2.6495 5.9169
H 5.1355 3.2834 4.4674
H 4.9682 3.1179 2.0144
C 3.0018 -1.0512 2.1057
C 3.2136 -2.2858 1.2777
C 3.7948 -3.4482 1.8289
C 3.9685 -4.5513 1.0451
C 3.5711 -4.5256 -0.3089
C 3.7148 -5.6093 -1.2102
Br 4.4812 -7.2638 -0.6330
C 3.3069 -5.4926 -2.5104
C 2.7395 -4.3095 -2.9748
Br 2.1968 -4.2250 -4.7974
C 2.5261 -3.1575 -2.1768
O 2.0010 -2.0972 -2.5743
C 2.9916 -3.3215 -0.7811
N 2.8301 -2.2449 0.0209
H 3.2899 -0.1635 1.5419
H 3.5715 -1.0794 3.0349
H 1.9470 -0.9309 2.3671
H 4.0977 -3.4490 2.8689
H 4.4129 -5.4533 1.4459
H 3.4224 -6.3269 -3.1898

Cartesian forces (eV/Å) of the 2 atoms listed first:
Cs 0.06 -0.03 0.00
C -0.02 -0.01 0.01

=====

(3)
Here is a structure of composition C31H31BrN2O6PtS from the OMol25 dataset. Energies are from the ωB97M-V functional and the def2-TZVPD basis.

Its HOMO energy is -0.2664 Ha. Its net charge is 0. As for the spin multiplicity: 1. As for the calculated total energy: -4852.40267 a.u. For the energy above the lowest of the compared OMol25 structures with the same formula, charge and spin, the calculation gives 62.0 kJ/mol.

Cartesian coordinates (Å):
Pt -0.3713 1.2165 -0.4091
O -0.2840 4.7573 1.4696
C -0.1076 3.6603 0.9886
O -0.9406 2.6706 0.9508
C 1.2582 3.3203 0.4323
C 2.3090 4.2173 0.4227
C 3.5430 3.7909 -0.0357
C 3.6973 2.4688 -0.4357
C 2.6003 1.6303 -0.4014
N 1.4054 2.0633 0.0063
H 2.1215 5.2189 0.7823
H 4.3820 4.4733 -0.0700
H 4.6527 2.0892 -0.7696
H 2.6560 0.5838 -0.6709
O 0.4235 -0.3095 1.5940
S 0.0834 0.2989 2.9069
C -1.7099 0.0453 3.1437
C -2.1637 -1.3337 2.7935
C -2.3877 -2.2834 3.7874
C -2.7639 -3.5773 3.4574
C -2.9164 -3.9337 2.1249
C -2.7012 -2.9900 1.1300
C -2.3278 -1.6951 1.4585
C 0.7208 -0.8910 4.1329
C 2.1961 -1.0292 3.9020
C 2.7051 -2.1644 3.2819
C 4.0615 -2.2679 3.0092
C 4.9204 -1.2307 3.3434
C 4.4179 -0.0908 3.9557
C 3.0633 0.0082 4.2337
H -2.1469 0.8108 2.5001
H -1.9151 0.3058 4.1845
H -2.2797 -2.0036 4.8297
H -2.9437 -4.3033 4.2400
H -3.2109 -4.9422 1.8640
H -2.8275 -3.2588 0.0888
H -2.1719 -0.9605 0.6759
H 0.1973 -1.8352 3.9853
H 0.4979 -0.4875 5.1237
H 2.0302 -2.9639 3.0021
H 4.4478 -3.1602 2.5328
H 5.9788 -1.3108 3.1304
H 5.0821 0.7224 4.2191
H 2.6731 0.9027 4.7062
Br -7.5231 0.9086 -5.4396
C -5.9474 1.0948 -4.4005
C -5.7793 0.2994 -3.2792
C -4.6226 0.4363 -2.5279
C -3.6489 1.3575 -2.8976
C -3.8401 2.1503 -4.0219
C -4.9923 2.0236 -4.7813
C -2.3857 1.4936 -2.1069
O -2.2730 0.7261 -1.0587
O -1.4990 2.2733 -2.4462
H -6.5420 -0.4138 -2.9994
H -4.4646 -0.1691 -1.6460
H -3.0767 2.8688 -4.2873
H -5.1504 2.6380 -5.6566
C 2.6848 -1.3337 -4.1884
N 1.7457 -1.3799 -3.0780
C 1.6128 -2.6032 -2.2910
C 1.0425 -0.3074 -2.6936
C 1.1855 0.9707 -3.4654
O 0.2960 -0.4044 -1.7021
H 3.2254 -2.2752 -4.2222
H 3.4135 -0.5319 -4.0651
H 2.1764 -1.1997 -5.1442
H 1.9513 -3.4463 -2.8879
H 0.5730 -2.7496 -2.0116
H 2.2006 -2.5489 -1.3726
H 1.2347 0.7982 -4.5389
H 2.1070 1.4762 -3.1651
H 0.3410 1.6156 -3.2228

Cartesian forces (eV/Å) of the 2 atoms listed first:
Pt 0.00 0.06 0.28
O -0.18 0.02 0.10